{
  "formula": "C35H50BrCl2F4N4OS3SiW",
  "method": "the ωB97M-V functional and the def2-TZVPD basis",
  "species": ["W", "C", "N", "C", "C", "C", "N", "C", "C", "F", "C", "F", "C", "C", "F", "C", "F", "H", "H", "H", "H", "H", "H", "H", "H", "H", "H", "H", "S", "C", "C", "C", "C", "N", "C", "C", "C", "S", "C", "N", "H", "H", "Cl", "C", "Cl", "H", "H", "C", "C", "C", "C", "Si", "Br", "C", "C", "C", "C", "C", "C", "C", "C", "H", "H", "H", "H", "H", "H", "H", "H", "H", "H", "H", "H", "H", "H", "H", "H", "H", "H", "H", "H", "H", "H", "H", "H", "H", "H", "H", "O", "S", "C", "C", "C", "C", "H", "H", "H", "H", "H", "H", "H", "H"],
  "coordinates": [[0.06398, -2.09352, -1.01842], [2.26376, -3.31373, 0.31135], [1.76807, -3.63254, -1.03368], [1.58042, -5.09107, -1.18256], [2.68310, -3.14385, -2.10618], [2.78942, -1.63376, -2.09070], [1.44621, -1.05210, -1.97697], [1.29922, 0.25987, -2.47453], [0.27339, 0.61370, -3.35057], [-0.57985, -0.30574, -3.81054], [0.10751, 1.92246, -3.77271], [-0.89773, 2.19912, -4.60336], [0.96328, 2.92619, -3.36716], [1.99104, 2.58813, -2.51340], [2.83733, 3.52397, -2.06883], [2.15115, 1.28864, -2.07627], [3.12806, 1.01933, -1.19084], [3.35268, -3.21614, 0.34204], [1.93471, -4.08439, 1.00872], [2.24158, -1.47501, 1.13661], [2.54725, -5.59722, -1.11695], [1.13189, -5.30071, -2.14818], [0.92507, -5.45698, -0.39552], [2.25842, -3.48067, -3.05007], [3.66844, -3.60435, -1.98282], [3.27497, -1.30762, -3.01334], [3.41958, -1.30118, -1.25788], [0.83423, 3.94230, -3.71208], [-0.45365, -3.32723, -2.91438], [-2.09812, -3.06152, -3.44209], [-2.58517, -3.60328, -4.62430], [-3.86867, -3.28507, -5.04201], [-4.36465, -3.84960, -6.26787], [-4.73671, -4.31880, -7.24738], [-4.66464, -2.42123, -4.27208], [-4.17406, -1.89457, -3.08732], [-2.88733, -2.21590, -2.67475], [-2.22996, -1.69374, -1.14548], [-5.99489, -2.07636, -4.69629], [-7.06327, -1.80600, -5.01806], [-1.97340, -4.26208, -5.22558], [-4.79417, -1.23563, -2.49453], [-1.24511, -5.95698, 1.39993], [-1.99282, -4.43027, 0.94618], [-0.93937, -3.04170, 1.35725], [-2.91612, -4.31088, 1.50004], [-2.15922, -4.40469, -0.12492], [-1.82812, 1.95157, 4.53959], [-0.83615, 1.31608, 3.54660], [0.59124, 1.66893, 3.99333], [-0.94727, -0.21359, 3.64787], [-1.21062, 1.97094, 1.78983], [0.03816, 0.48705, 0.44144], [-3.01253, 1.78124, 1.20001], [-3.14057, 1.79353, -0.33279], [-3.85743, 2.93894, 1.76602], [-3.61769, 0.45795, 1.69164], [-0.38557, 3.64474, 1.36617], [1.14716, 3.56613, 1.28755], [-0.76918, 4.66801, 2.45275], [-0.85597, 4.18369, 0.00697], [-1.55538, 1.64761, 5.55425], [-2.85299, 1.62373, 4.36765], [-1.81142, 3.04234, 4.51084], [0.76584, 1.22842, 4.97940], [0.75452, 2.74178, 4.08412], [1.34172, 1.25481, 3.31494], [-0.81296, -0.50119, 4.69507], [-0.15913, -0.70323, 3.07247], [-1.90771, -0.60406, 3.31962], [-2.84154, 2.73712, -0.78052], [-4.19268, 1.63244, -0.58875], [-2.56376, 0.99438, -0.79663], [-3.55908, 3.90614, 1.36179], [-3.81873, 2.99785, 2.85475], [-4.90230, 2.77973, 1.48443], [-3.04675, -0.40719, 1.34826], [-4.62829, 0.36535, 1.28250], [-3.70384, 0.41502, 2.77668], [1.60945, 3.17539, 2.19139], [1.53599, 4.57593, 1.12555], [1.46920, 2.95546, 0.44342], [-0.34907, 4.41873, 3.42709], [-1.84895, 4.77555, 2.56640], [-0.37233, 5.64693, 2.16874], [-0.66202, 3.47574, -0.80221], [-0.29763, 5.09868, -0.21368], [-1.91362, 4.44227, 0.00028], [1.63952, -2.07994, 0.62025], [3.76808, -0.45795, 2.19931], [4.16839, 1.24705, 1.66883], [5.49049, 1.14705, 0.91799], [6.32272, 0.09492, 1.64083], [5.42478, -1.12819, 1.79593], [4.26670, 1.85040, 2.57018], [3.35469, 1.63601, 1.06404], [5.98905, 2.11597, 0.88423], [5.30683, 0.83033, -0.11028], [6.61471, 0.46204, 2.62693], [7.23187, -0.15946, 1.09586], [5.73798, -1.78789, 2.60181], [5.37628, -1.69891, 0.86775]],
  "forces_ev_per_angstrom": [[0.40, 0.19, 0.13], [0.02, -0.02, 0.00], [-0.08, 0.06, -0.08], [0.02, -0.02, 0.07], [0.00, -0.03, 0.02], [-0.02, 0.03, 0.01], [-0.16, 0.01, -0.03], [0.03, -0.04, 0.08], [-0.06, -0.08, 0.00], [0.05, 0.03, 0.03], [0.05, 0.05, 0.02], [0.00, 0.00, 0.00], [-0.07, 0.02, -0.05], [0.07, -0.05, 0.06], [-0.02, -0.02, 0.00], [0.00, 0.01, -0.01], [-0.02, 0.02, -0.04], [0.00, 0.01, 0.01], [-0.02, 0.00, -0.02], [0.02, 0.31, -0.26], [0.00, 0.00, 0.02], [0.01, -0.01, 0.00], [-0.05, 0.01, -0.02], [0.00, 0.00, 0.00], [0.00, 0.00, -0.01], [0.02, 0.00, 0.00], [0.01, -0.01, -0.01], [0.00, 0.00, 0.00], [-0.05, -0.16, -0.13], [0.03, 0.01, 0.01], [0.01, -0.01, -0.01], [0.01, -0.04, -0.06], [0.01, 0.02, 0.06], [0.00, 0.00, 0.00], [-0.08, 0.05, -0.01], [-0.01, 0.02, 0.03], [-0.02, -0.02, 0.00], [-0.15, 0.09, -0.05], [0.05, -0.07, -0.01], [0.00, 0.03, 0.01], [0.00, 0.00, 0.00], [0.00, 0.00, -0.01], [0.01, 0.05, -0.02], [-0.09, -0.22, 0.00], [0.03, -0.06, 0.02], [0.02, 0.06, 0.02], [0.02, 0.06, 0.01], [0.02, -0.01, 0.00], [0.01, -0.01, 0.00], [-0.03, 0.00, 0.01], [0.01, 0.02, 0.02], [0.03, -0.03, -0.03], [-0.01, 0.10, -0.02], [-0.01, 0.02, -0.02], [0.00, 0.01, 0.02], [0.00, -0.01, 0.01], [-0.01, 0.01, 0.00], [0.01, -0.01, -0.01], [0.00, 0.00, 0.02], [0.00, 0.00, -0.01], [0.00, 0.00, 0.03], [0.00, 0.00, 0.00], [-0.01, -0.01, 0.00], [-0.01, -0.01, 0.01], [0.00, 0.00, 0.00], [0.01, -0.01, 0.01], [0.00, 0.01, 0.00], [0.00, 0.00, 0.00], [-0.02, 0.00, 0.00], [0.01, -0.01, -0.01], [0.00, 0.01, 0.00], [0.00, 0.00, 0.00], [0.01, 0.00, -0.01], [0.01, 0.01, -0.01], [-0.01, 0.01, 0.00], [0.00, 0.00, 0.00], [0.00, 0.00, 0.01], [0.00, -0.01, 0.00], [0.00, 0.00, 0.01], [0.01, 0.02, -0.02], [0.00, 0.00, 0.00], [0.02, -0.01, -0.02], [0.00, 0.01, -0.01], [0.00, 0.01, 0.00], [-0.01, 0.00, 0.00], [0.00, -0.01, -0.01], [0.00, 0.00, 0.00], [-0.01, 0.00, -0.01], [0.01, -0.27, 0.12], [0.02, -0.08, 0.11], [-0.03, -0.01, 0.03], [0.00, 0.00, -0.01], [0.00, -0.01, 0.01], [-0.03, 0.01, 0.01], [-0.01, 0.02, 0.00], [0.01, 0.00, 0.00], [0.00, 0.00, 0.00], [0.00, 0.01, -0.01], [0.00, 0.00, 0.00], [0.00, 0.00, 0.00], [0.00, -0.01, 0.00], [0.01, 0.01, -0.01]],
  "lumo_ev": -3.5,
  "energy_ev": -193277.2323,
  "multiplicity": 1,
  "max_force_ha_per_bohr": 0.0090,
  "total_charge": 1,
  "e_above_lowest_kj_mol": 83.4
}